Record 1
{"formula": "C34H64As4N2O4PReSi2", "method": "ωB97M-V with the def2-TZVPD basis set", "elements": ["Re", "As", "As", "As", "As", "P", "Si", "Si", "O", "O", "O", "O", "N", "N", "C", "C", "C", "C", "C", "C", "C", "C", "C", "C", "C", "C", "C", "C", "C", "C", "C", "C", "C", "C", "C", "C", "C", "C", "C", "C", "C", "C", "C", "C", "C", "C", "C", "C", "H", "H", "H", "H", "H", "H", "H", "H", "H", "H", "H", "H", "H", "H", "H", "H", "H", "H", "H", "H", "H", "H", "H", "H", "H", "H", "H", "H", "H", "H", "H", "H", "H", "H", "H", "H", "H", "H", "H", "H", "H", "H", "H", "H", "H", "H", "H", "H", "H", "H", "H", "H", "H", "H", "H", "H", "H", "H", "H", "H", "H", "H", "H", "H"], "xyz": [[-0.151989, 1.091136, 0.284463], [4.701868, -3.379454, 4.523835], [0.547496, -3.269303, 2.082983], [-1.953518, 2.614448, 0.049054], [2.047940, -0.977439, -0.451733], [0.274764, 1.555448, 3.672018], [-3.513458, 3.307843, 1.695649], [-2.229477, 4.184363, -1.732085], [1.463216, 2.249851, 0.425309], [-1.116424, -0.481838, -0.202337], [-0.131431, 0.807353, 2.411726], [3.371873, 3.490222, 1.663447], [1.448344, 2.210824, -1.875859], [0.311517, 1.434862, -1.656304], [6.298753, -2.238140, 4.464962], [-1.357126, -0.029997, -2.579182], [0.117250, 3.340178, 3.483402], [-0.970026, 4.124799, -3.106722], [3.926172, 3.651531, 0.436535], [-3.388011, -1.944100, -2.595830], [5.803056, 4.465811, -0.824537], [1.050223, -4.787224, 3.222533], [1.895814, -1.951473, 2.693258], [5.189219, 4.079787, -2.016262], [3.442672, -0.288668, -1.637434], [-1.714607, -0.698755, -1.390666], [1.233323, -2.252771, -1.680487], [3.158512, -2.263783, 0.552587], [-0.250153, 0.902305, -2.680159], [4.011099, -0.661643, 2.245219], [-0.715612, 1.002394, 5.059879], [-2.031587, -0.362066, -3.763981], [4.133906, -3.157209, 2.626108], [5.180619, 4.254788, 0.387149], [-3.924404, 3.852267, -2.474518], [-3.064951, 4.954631, 2.490796], [3.615473, -2.145063, 5.608680], [3.293384, -2.001503, 2.056985], [-5.139773, 3.500039, 0.795485], [-3.660030, 1.939635, 2.973572], [-2.725259, -1.656740, -1.419095], [2.002681, 2.559242, -0.759857], [1.973842, 1.264627, 4.157180], [-2.154818, 5.875098, -0.937202], [3.952904, 3.478239, -1.972443], [3.299449, 3.246395, -0.753268], [-3.044893, -1.294082, -3.779703], [-0.875559, -2.584720, 3.242446], [-5.930997, 3.678092, 1.529283], [5.679589, 4.248686, -2.964473], [0.159078, 1.141815, -3.656987], [-4.321679, 2.877570, -2.191325], [1.960469, -2.044368, 3.779886], [-2.318589, 6.629876, -1.711441], [2.668387, 1.594746, 3.384407], [4.995228, -0.681971, 1.769808], [1.434280, -0.987330, 2.466459], [-0.601602, 1.685014, 5.902890], [1.370308, -4.452091, 4.210419], [4.158900, -0.422288, 3.298118], [3.461234, 3.162337, -2.882016], [-1.763065, 0.952070, 4.768416], [2.129935, 0.205691, 4.354896], [-4.174102, -2.687642, -2.596017], [6.706079, -2.153702, 5.471908], [-4.711751, 1.795441, 3.230639], [-4.651746, 4.610217, -2.180205], [2.617223, -2.548078, 5.776414], [2.713452, -3.245757, 0.379646], [-3.831788, 5.690573, 2.240015], [6.082514, -1.241149, 4.082776], [0.793762, -1.739262, -2.533386], [-3.043276, 4.869520, 3.578791], [-0.733574, 3.719146, 4.046488], [-0.032757, 3.564983, 2.425620], [3.436353, 0.156376, 1.796547], [3.982899, -1.130616, -2.069510], [3.637029, -4.098219, 2.383015], [4.118830, -2.094517, 6.574791], [-2.914879, 6.021100, -0.168762], [2.002519, -2.937848, -2.036777], [-1.737905, 0.134914, -4.681421], [1.021468, 3.841198, 3.828512], [0.182794, -5.438014, 3.331570], [-3.558534, -1.526957, -4.701688], [5.640627, 4.553180, 1.319398], [-0.518067, -2.450496, 4.265601], [0.064540, 4.188099, -2.772909], [7.050584, -2.709978, 3.833486], [-5.130655, 4.348880, 0.111018], [-2.967949, -2.164470, -0.495069], [-1.230551, -1.636425, 2.841797], [4.136232, 0.333862, -1.071168], [0.458570, -2.809050, -1.155712], [5.090589, -3.183141, 2.093000], [2.511879, 3.053939, 1.523287], [-3.273927, 0.989591, 2.599118], [-1.175711, 6.060335, -0.491025], [4.144061, -2.267308, 0.079968], [-3.850838, 3.873723, -3.564106], [2.169665, 1.832226, 5.069575], [-2.106050, 5.355627, 2.163077], [-1.093357, 3.239228, -3.729268], [-5.402216, 2.606122, 0.228089], [3.005246, 0.315352, -2.429976], [6.776829, 4.937254, -0.846517], [-1.179052, 4.994567, -3.737747], [-1.704207, -3.292158, 3.248880], [1.848801, -5.367110, 2.763700], [-3.136017, 2.191131, 3.896499], [3.547175, -1.136924, 5.203373], [-0.385047, 0.008366, 5.358768]], "forces_ev_per_a": [[-0.29, 0.10, -0.18], [0.06, 0.04, -0.03], [0.00, -0.04, 0.05], [0.58, 0.14, 0.25], [-0.10, 0.04, 0.12], [0.05, -0.01, -0.02], [-0.11, -0.13, 0.01], [-0.12, -0.06, -0.08], [0.21, -0.02, -0.05], [-0.03, -0.23, -0.08], [-0.10, 0.06, 0.03], [-0.05, -0.02, 0.00], [0.01, 0.02, -0.03], [0.02, 0.01, -0.02], [-0.01, 0.02, 0.01], [0.01, -0.04, -0.03], [-0.06, 0.02, -0.01], [0.00, -0.01, 0.06], [0.00, -0.01, 0.00], [-0.01, 0.00, 0.01], [0.00, 0.00, 0.00], [-0.01, 0.00, -0.01], [-0.03, -0.02, 0.10], [0.00, 0.01, 0.00], [-0.02, 0.05, 0.03], [-0.02, 0.01, 0.02], [-0.03, 0.05, -0.01], [0.03, 0.02, -0.02], [-0.04, 0.05, -0.02], [0.05, -0.02, 0.03], [-0.01, 0.02, -0.03], [0.00, 0.01, 0.00], [-0.04, -0.05, -0.02], [0.00, 0.01, 0.00], [0.00, 0.01, -0.01], [0.03, -0.01, -0.04], [0.00, -0.02, 0.03], [-0.01, -0.03, 0.02], [-0.01, -0.02, 0.02], [0.02, -0.02, -0.03], [-0.01, -0.01, 0.00], [0.00, -0.08, -0.03], [-0.02, 0.06, 0.03], [0.00, -0.02, 0.03], [0.00, -0.01, 0.00], [-0.05, 0.14, -0.01], [0.00, 0.00, 0.00], [-0.02, -0.01, -0.01], [0.00, 0.01, 0.00], [0.00, 0.00, 0.00], [0.00, 0.01, 0.00], [0.00, -0.01, -0.01], [-0.01, 0.06, -0.08], [0.00, 0.00, 0.01], [-0.04, 0.03, 0.01], [0.00, -0.01, 0.00], [-0.03, -0.04, -0.01], [0.03, -0.01, 0.00], [0.00, 0.00, 0.00], [0.00, -0.01, -0.03], [0.00, 0.00, 0.00], [0.04, -0.01, 0.02], [-0.04, 0.04, -0.03], [0.00, 0.00, 0.00], [0.01, -0.01, 0.00], [0.00, 0.01, 0.00], [0.00, 0.00, 0.01], [0.00, 0.01, 0.01], [0.01, 0.02, -0.03], [0.02, 0.02, 0.00], [0.03, -0.02, 0.02], [0.00, 0.01, -0.01], [0.00, -0.02, 0.02], [-0.06, 0.02, -0.01], [0.00, 0.00, 0.00], [0.01, -0.03, -0.04], [0.01, 0.00, 0.01], [-0.01, 0.00, -0.02], [-0.01, 0.01, 0.01], [-0.01, -0.02, 0.01], [0.00, 0.00, 0.01], [0.00, 0.00, 0.00], [-0.01, 0.00, 0.02], [0.00, 0.00, 0.00], [0.00, 0.00, 0.00], [0.00, 0.00, 0.00], [0.00, 0.01, 0.00], [0.00, -0.03, -0.01], [0.00, 0.00, 0.00], [0.01, 0.00, -0.01], [0.00, 0.00, 0.00], [0.00, 0.06, 0.02], [0.00, 0.00, 0.00], [0.01, 0.00, 0.00], [0.00, -0.03, 0.00], [0.05, 0.00, 0.02], [0.01, 0.00, 0.01], [-0.01, 0.01, 0.00], [0.00, 0.03, 0.01], [0.00, 0.01, 0.00], [0.00, 0.00, 0.00], [0.02, -0.02, 0.00], [0.02, -0.01, 0.00], [-0.01, 0.00, 0.01], [0.00, -0.02, 0.00], [0.00, 0.00, 0.00], [0.01, 0.00, 0.00], [0.01, 0.00, 0.01], [0.00, -0.01, 0.01], [-0.01, 0.05, -0.04], [0.03, -0.02, 0.01], [0.00, -0.04, -0.02]], "spin_multiplicity": 2, "e_homo_ha": [-0.3751, -0.3707], "charge": 1, "de_lowest_kcal_mol": 13.2, "s2": 0.791}

---

Record 2
{"formula": "C32H26AsNO3PPdS", "method": "ωB97M-V with the def2-TZVPD basis set", "elements": ["Pd", "As", "S", "P", "O", "O", "O", "N", "C", "C", "C", "C", "C", "C", "C", "C", "C", "C", "C", "C", "C", "C", "C", "C", "C", "C", "C", "C", "C", "C", "C", "C", "C", "C", "C", "C", "C", "C", "C", "C", "H", "H", "H", "H", "H", "H", "H", "H", "H", "H", "H", "H", "H", "H", "H", "H", "H", "H", "H", "H", "H", "H", "H", "H", "H", "H"], "xyz": [[-1.117105, -1.891825, 0.311134], [-1.123934, 0.471674, 0.752675], [-3.363760, -1.744916, 1.269239], [0.834356, -1.961746, -0.962447], [-1.066877, -4.212298, -1.133176], [-0.116240, -4.570683, -3.086145], [-1.737301, -4.110461, 1.039486], [-0.784578, -3.859643, 0.342862], [3.545616, -1.645708, -0.280483], [2.354522, -1.041566, -0.666538], [-2.914690, 1.455862, 4.443551], [-2.273000, 0.525859, 2.320855], [-1.528569, 3.160812, -2.433277], [-0.663007, -0.360102, -4.992936], [-0.004876, -4.242482, -1.944029], [-1.110759, -1.119794, -2.761044], [-1.561058, -0.609859, -3.966347], [4.645890, -0.853663, -0.004116], [0.686228, -0.627556, -4.818438], [0.869966, -0.578863, 2.438777], [-2.161102, 1.520196, 3.281218], [2.457672, 1.668919, 2.733763], [2.262302, 0.345493, -0.750339], [0.251244, -1.357918, -2.575080], [3.364750, 1.127458, -0.477544], [1.320141, 1.733596, 1.944705], [-2.377574, 4.143102, -1.947870], [2.005620, -0.639529, 3.223609], [-3.734220, 0.356039, 4.668860], [-1.554492, 2.081833, -0.279419], [-2.819134, 4.097499, -0.635048], [4.554917, 0.525287, -0.100234], [2.804349, 0.485344, 3.362118], [-1.124740, 2.128572, -1.606342], [-2.425381, 3.061147, 0.197236], [-3.141856, -0.558229, 2.525220], [-3.859505, -0.641714, 3.723049], [1.149353, -1.119073, -3.611815], [0.528216, 0.606058, 1.787805], [1.294443, -3.702416, -1.341623], [5.415069, 1.136511, 0.116742], [-1.833521, -1.339377, -1.956493], [-2.853092, 2.248490, 5.173705], [-2.800921, 3.013987, 1.214603], [1.313947, 0.802201, -1.025144], [-3.474158, 4.872150, -0.261252], [-4.480692, -1.502521, 3.914098], [-4.271264, 0.277858, 5.599999], [-0.485132, 1.344484, -2.001661], [5.575190, -1.317594, 0.286551], [0.236808, -1.481073, 2.341658], [-2.609982, -0.400304, -4.103535], [3.702270, 0.435558, 3.956882], [2.092933, -3.736380, -2.088733], [3.077162, 2.543670, 2.850626], [1.584612, -4.247588, -0.439310], [3.622095, -2.720390, -0.206770], [2.203098, -1.311321, -3.464998], [-2.706265, 4.943614, -2.590735], [1.378774, -0.448075, -5.625599], [1.049235, 2.646892, 1.427252], [-1.189004, 3.182475, -3.457945], [-1.458430, 2.332369, 3.111794], [3.294658, 2.201450, -0.552565], [-1.016279, 0.040027, -5.931903], [2.267059, -1.561821, 3.720863]], "forces_ev_per_a": [[-0.92, 1.95, 0.32], [-0.24, 0.58, 1.34], [0.43, -0.35, -0.45], [0.27, 0.62, -0.67], [-1.71, -0.49, 1.29], [-0.17, -0.05, 0.36], [2.15, 0.57, -2.37], [-1.42, -2.87, 1.29], [-0.15, 0.04, -0.10], [-0.28, -0.10, 0.23], [0.00, -0.05, -0.07], [-0.44, -0.27, 0.16], [0.00, 0.03, -0.03], [-0.09, -0.01, 0.10], [1.68, 0.03, -0.68], [-0.19, -0.19, 0.30], [-0.05, -0.01, -0.10], [0.09, -0.01, 0.03], [0.13, 0.01, -0.06], [-0.32, -0.33, -0.03], [0.12, 0.16, -0.27], [-0.04, 0.01, 0.07], [-0.08, -0.12, -0.13], [-0.05, 0.01, 0.23], [0.05, -0.01, -0.10], [-0.48, -0.01, -0.22], [0.04, -0.01, 0.03], [-0.05, -0.01, -0.02], [0.02, 0.29, -0.01], [0.04, -0.59, -0.36], [0.09, -0.01, 0.02], [0.02, -0.02, -0.06], [0.05, 0.07, -0.02], [0.24, -0.19, 0.18], [0.08, -0.25, 0.44], [0.38, 0.63, -0.05], [0.29, -0.15, -0.26], [-0.10, -0.01, 0.06], [0.07, -0.16, -0.13], [-0.40, 0.04, 0.05], [0.15, 0.08, 0.04], [0.37, 0.20, -0.52], [0.10, -0.01, 0.10], [0.01, 0.01, -0.14], [0.23, 0.03, -0.03], [-0.04, -0.04, 0.04], [-0.10, -0.08, -0.03], [-0.13, 0.00, 0.10], [-0.10, 0.12, -0.02], [0.11, -0.03, 0.03], [0.37, 0.54, 0.09], [-0.13, -0.02, -0.02], [0.10, 0.01, 0.10], [-0.24, -0.02, 0.09], [0.09, 0.12, 0.01], [-0.03, 0.10, -0.07], [0.02, -0.11, 0.03], [0.10, 0.03, -0.04], [-0.01, 0.10, -0.11], [0.09, 0.03, -0.08], [0.07, 0.08, 0.04], [0.01, 0.03, -0.08], [-0.09, 0.00, 0.17], [0.01, 0.12, 0.01], [-0.02, 0.01, -0.06], [0.03, -0.05, 0.05]], "e_homo_ha": [-0.3955, -0.3956], "charge": 1}

---

| no. | maximum force (Eh/bohr) |
| --- | --- |
| 1 | 0.0126 |
| 2 | 0.0671 |